*w*
{
  "formula": "C4H13N4O",
  "method": "wB97M-V/def2-TZVPD",
  "species": ["O", "N", "N", "N", "N", "C", "C", "C", "C", "H", "H", "H", "H", "H", "H", "H", "H", "H", "H", "H", "H", "H"],
  "positions_angstrom": [[0.21826, 1.15413, -1.40730], [-0.41124, 1.66094, -3.43712], [0.34004, -1.35548, 2.70377], [1.36237, -0.19936, 0.76321], [-0.72618, 0.43474, 1.58560], [-0.11295, 0.67420, -2.55543], [-0.06243, -0.66655, -3.04542], [0.28127, -0.38354, 1.67634], [-0.70926, -1.16468, 3.76696], [2.30864, -0.57258, 0.92557], [-0.99679, -0.25605, 4.30012], [-0.19714, 2.65717, -3.39038], [1.24168, -1.57350, 3.13001], [-1.67868, -1.16477, 3.29224], [-0.51151, -1.50082, -2.44466], [-0.57983, -2.11902, 4.28826], [1.16883, 0.09901, -0.14151], [-1.70800, 0.03721, 1.34292], [-1.03311, 1.43488, -4.25897], [-0.29646, -0.77325, -4.17610], [-0.52423, 1.32823, 0.97282], [0.72582, -1.37210, -2.94472]],
  "total_charge": 1,
  "e_lumo_ev": -3.15
}

*x*
{
  "formula": "C4H13N4O",
  "method": "wB97M-V/def2-TZVPD",
  "species": ["O", "N", "N", "N", "N", "C", "C", "C", "C", "H", "H", "H", "H", "H", "H", "H", "H", "H", "H", "H", "H", "H"],
  "positions_angstrom": [[-0.50607, -1.08560, 0.14899], [1.61664, 2.65131, -1.38511], [1.87767, 0.26845, -0.97539], [-0.18233, 1.34072, -0.75019], [0.23367, -1.93863, 2.04687], [-1.39438, -3.27713, 0.64783], [-0.56685, -1.97278, 0.99133], [-1.17282, 2.50172, -0.30307], [1.13644, 1.46269, -0.88400], [0.26753, -2.68288, 2.73574], [1.18532, 3.54112, -1.24186], [-2.04379, 2.24244, -0.88509], [0.69407, -1.09260, 2.33511], [-0.88399, 3.50515, -0.59374], [-2.41306, -2.96870, 0.66025], [-0.49002, 0.43844, -0.42737], [-1.29494, 2.36719, 0.75272], [-1.05556, -3.69376, -0.33964], [1.59295, -0.49336, -0.45941], [2.04723, 0.25060, -1.89125], [2.57007, 2.71104, -1.53006], [-1.21779, -4.07544, 1.34733]],
  "total_charge": 1,
  "e_lumo_ev": -2.88
}

*y*
{
  "formula": "C4H13N4O",
  "method": "wB97M-V/def2-TZVPD",
  "species": ["O", "N", "N", "N", "N", "C", "C", "C", "C", "H", "H", "H", "H", "H", "H", "H", "H", "H", "H", "H", "H", "H"],
  "positions_angstrom": [[-0.78056, -0.74236, -0.57908], [1.90221, 0.96138, 1.25686], [-1.28424, -1.77994, 1.35619], [-0.11621, 1.79397, 0.30355], [1.37430, 0.36989, -1.00209], [-1.70882, -1.04382, 0.14078], [-3.15759, -1.10470, -0.22701], [1.03508, 1.01221, 0.20921], [2.67535, 0.54502, -1.50192], [-3.88115, -0.52180, 0.24336], [2.68761, -0.09487, -2.46309], [-3.18062, -1.04832, -1.42987], [-0.42179, -1.52871, 1.77616], [-3.57168, -2.13668, -0.02800], [3.58259, 0.25997, -0.87827], [0.60826, 0.19240, -1.71449], [2.24078, -0.08161, 1.34548], [-2.05403, -1.97132, 2.04233], [2.90975, 1.61843, -1.79814], [-0.41559, 2.00490, 1.26909], [-0.79976, 1.63016, -0.39481], [2.34360, 1.74703, 1.53494]],
  "total_charge": 1,
  "e_lumo_ev": -3.53
}

According to the calculations, the structures order from most to least stable as *x*, *y*, *w*.

*w*
{
  "formula": "C8H9NS",
  "method": "wB97M-V/def2-TZVPD",
  "species": ["S", "N", "C", "C", "C", "C", "C", "C", "C", "C", "H", "H", "H", "H", "H", "H", "H", "H", "H"],
  "positions_angstrom": [[2.19972, -1.22167, -1.18826], [-0.00169, -1.14375, 0.89665], [-0.45189, 1.40334, -1.11400], [1.91565, 0.89750, 0.30214], [-2.43953, -0.93590, 1.36725], [2.71768, -0.18885, 0.08888], [-0.24142, 0.23458, -2.09786], [0.93016, -0.10066, -1.49122], [0.88442, 0.93430, -0.56636], [-1.18683, -1.16200, 0.74181], [-3.21731, -0.83837, 0.70421], [-2.48547, 0.05872, 2.08625], [3.62229, -0.40971, 0.56387], [-1.22865, 1.26543, -0.46140], [-2.47173, -1.84175, 1.93412], [2.04897, 1.45273, 1.16579], [0.78824, -0.80662, 1.42842], [-0.88837, 0.03152, -2.87698], [-0.49425, 2.37116, -1.48331]],
  "e_lumo_ev": [0.52, -0.11]
}

*x*
{
  "formula": "C8H9NS",
  "method": "wB97M-V/def2-TZVPD",
  "species": ["S", "N", "C", "C", "C", "C", "C", "C", "C", "C", "H", "H", "H", "H", "H", "H", "H", "H", "H"],
  "positions_angstrom": [[-0.69966, 1.01903, -1.15147], [-0.05468, 1.97298, 0.05916], [3.04531, -0.60460, -0.58790], [-1.69680, -0.25191, -0.24861], [-2.99352, 0.38068, 0.21265], [2.34884, 1.32232, 0.75287], [0.94090, 0.30113, -0.91544], [1.13751, 1.28152, 0.07522], [1.83722, -0.65143, -1.28978], [3.27792, 0.35614, 0.39186], [-3.56998, -0.32590, 0.80626], [-1.85830, -1.06701, -0.95290], [2.55827, 2.05365, 1.51653], [1.65000, -1.38645, -2.05791], [3.81357, -1.32602, -0.81952], [-3.59517, 0.69231, -0.63808], [-1.09456, -0.59315, 0.59220], [-2.77465, 1.25397, 0.82334], [4.23400, 0.34552, 0.89706]],
  "smiles": "CC[S@@]12=NC13C=CC=CC=23",
  "e_lumo_ev": 0.61
}

According to the calculations, the structures order from most to least stable as *x*, *w*.

*w*
{
  "formula": "C3H4Cl2S",
  "method": "wB97M-V/def2-TZVPD",
  "species": ["Cl", "Cl", "S", "C", "C", "C", "H", "H", "H", "H"],
  "positions_angstrom": [[1.77569, -0.79794, -2.48970], [-0.99520, -1.89364, -2.75063], [0.98671, 0.66003, 0.28543], [-0.06303, 0.98227, 1.71255], [0.22133, -0.98645, -1.84571], [-0.11034, -0.44216, -0.67351], [0.51811, 1.55889, 2.41542], [-1.06196, -0.61928, -0.16893], [-0.31536, 0.01949, 2.11244], [-0.95597, 1.51878, 1.40264]],
  "smiles": "CSC=C(Cl)Cl",
  "e_lumo_ev": 0.79
}

*x*
{
  "formula": "C3H4Cl2S",
  "method": "wB97M-V/def2-TZVPD",
  "species": ["Cl", "Cl", "S", "C", "C", "C", "H", "H", "H", "H"],
  "positions_angstrom": [[0.23546, 1.92975, 0.03624], [-1.51238, -1.78217, 0.05571], [2.61794, -1.26173, -0.14854], [0.16056, 0.15244, -0.25003], [-1.33406, 0.03564, -0.21185], [1.26163, -0.42620, 0.55296], [0.70999, 0.32079, -1.35077], [-1.77118, 0.59471, 0.84822], [-1.85895, 0.57023, -1.06015], [1.49099, -0.13344, 1.52820]],
  "smiles": "S=C[C@H](Cl)CCl",
  "e_lumo_ev": -1.31
}

According to the calculations, the structures order from most to least stable as *w*, *x*.

*w*
{
  "formula": "C3H4Cl2S",
  "method": "wB97M-V/def2-TZVPD",
  "species": ["Cl", "Cl", "S", "C", "C", "C", "H", "H", "H", "H"],
  "positions_angstrom": [[3.03885, -1.61011, -0.23575], [3.72635, 1.30478, -0.49546], [1.72662, 0.34409, 1.56977], [0.20818, -0.19568, 0.77409], [0.30669, 0.18178, -0.63731], [2.57067, 0.08564, 0.04545], [0.23596, -1.33349, 0.79064], [-0.05213, -0.51571, -1.33206], [-0.63623, 0.23364, 1.24022], [0.01561, 1.17425, -0.69851]],
  "e_lumo_ev": [-0.65, -0.39]
}

*x*
{
  "formula": "C3H4Cl2S",
  "method": "wB97M-V/def2-TZVPD",
  "species": ["Cl", "Cl", "S", "C", "C", "C", "H", "H", "H", "H"],
  "positions_angstrom": [[-1.94535, -0.60794, -0.41332], [0.03836, 1.58181, -0.32121], [2.15229, -0.50003, -0.12203], [-0.39040, -0.09420, 0.15200], [-0.45629, -0.04692, 1.78133], [0.63279, -0.98792, -0.40638], [0.30634, -1.87531, -0.86935], [-0.77748, 0.99415, 1.94677], [0.57190, 0.05709, 1.99421], [-0.83506, -0.95709, 2.20609]],
  "smiles": "CC(Cl)(Cl)C=S",
  "e_lumo_ev": -1.05
}

According to the calculations, the structures order from most to least stable as *x*, *w*.

*w*
{
  "formula": "C5H5N",
  "method": "wB97M-V/def2-TZVPD",
  "species": ["N", "C", "C", "C", "C", "C", "H", "H", "H", "H", "H"],
  "positions_angstrom": [[-2.16339, -0.29178, 0.94678], [0.06620, 0.73802, 0.23247], [0.63199, -0.61858, 0.03234], [-0.19511, -1.64798, -0.01465], [-1.43638, 0.49830, -0.00419], [-1.63776, -0.98618, 0.04391], [-0.09308, -2.66093, -0.25869], [-1.93173, 0.93878, -0.88056], [1.70340, -0.89550, 0.19695], [0.21715, 1.41386, -0.64231], [0.07420, 1.23445, 1.27116]],
  "e_lumo_ev": [1.14, -1.85],
  "s_squared": 2.007,
  "multiplicity": 3
}

*x*
{
  "formula": "C5H5N",
  "method": "wB97M-V/def2-TZVPD",
  "species": ["N", "C", "C", "C", "C", "C", "H", "H", "H", "H", "H"],
  "positions_angstrom": [[0.44775, 0.44580, 0.26019], [2.66263, -0.41017, 0.15147], [-1.84642, 0.09186, 0.20584], [1.74415, 0.50498, -0.14699], [-3.11931, -0.13793, -0.02488], [-0.63540, 0.13579, -0.15140], [-3.50814, -0.53251, -0.95770], [3.69743, -0.26222, -0.10474], [2.39469, -1.32190, 0.65621], [-3.85116, 0.05111, 0.74666], [2.01378, 1.43519, -0.63467]],
  "e_lumo_ev": [0.45, -1.87],
  "s_squared": 2.041,
  "multiplicity": 3
}

According to the calculations, the structures order from most to least stable as *x*, *w*.